[1]
{
  "formula": "C20H42NPRuSi2",
  "method": "the ωB97M-V functional and the def2-TZVPD basis",
  "symbols": ["C", "C", "C", "C", "C", "C", "C", "C", "N", "Ru", "C", "P", "H", "H", "H", "H", "H", "H", "H", "H", "C", "C", "H", "C", "C", "H", "H", "H", "H", "H", "H", "H", "H", "H", "H", "H", "H", "H", "H", "C", "Si", "C", "C", "C", "Si", "C", "C", "C", "H", "H", "H", "H", "H", "H", "H", "H", "H", "H", "H", "H", "H", "H", "H", "H", "H", "H", "H"],
  "xyz": [[-2.982937, 0.178045, -3.873428], [-2.624427, -1.077174, -3.365475], [-1.738188, -1.211169, -2.250133], [-1.242564, -0.031658, -1.610508], [-1.558513, 1.190716, -2.224196], [-2.459256, 1.334039, -3.300963], [-1.579010, -2.640367, -1.794089], [-0.193606, -3.293641, -1.553243], [0.968843, -2.461273, -1.619820], [-0.513350, 0.508542, 0.540116], [-0.923580, 2.442038, -1.653500], [0.641569, 1.866507, -0.808297], [-3.056297, -1.984577, -3.825287], [-2.699202, 2.337624, -3.657915], [-3.664821, 0.262001, -4.730897], [-1.544997, 2.925650, -0.886450], [-0.652206, 3.171848, -2.414438], [-2.157777, -2.787907, -0.858550], [-2.058135, -3.310679, -2.528602], [-0.227446, -3.708810, -0.525780], [1.180112, 3.155487, 0.291006], [1.822870, 1.777500, -2.168533], [-0.040079, -4.144594, -2.248942], [1.333476, -1.814861, -2.854249], [2.036764, -2.717681, -0.684158], [-0.030614, 1.413086, 2.092809], [1.742693, -2.537932, -3.575454], [0.478449, -1.291045, -3.298760], [2.102890, -1.044739, -2.640625], [2.750728, -3.456120, -1.080393], [2.569922, -1.785808, -0.412286], [1.610744, -3.115366, 0.256955], [2.060887, 2.784384, -2.547123], [2.747452, 1.313789, -1.803942], [1.459875, 1.186062, -3.015819], [1.336247, 4.066375, -0.272416], [0.422372, 3.264626, 1.072957], [2.114889, 2.799372, 0.735476], [0.617172, 1.081955, 1.827292], [-2.700559, 1.221820, 2.254777], [-2.647648, -0.603080, 1.819370], [-3.361768, -1.553327, 3.287179], [-3.849817, -0.898063, 0.414926], [-0.889378, -1.333104, 1.611602], [0.232962, -1.470208, 3.112405], [-0.310351, -3.013470, 4.057644], [2.064880, -1.668486, 2.760552], [0.023924, -0.010113, 4.285439], [-3.721820, 1.428831, 2.604010], [-2.501575, 1.840104, 1.361676], [-2.000785, 1.492937, 3.053349], [-4.434363, -1.316502, 3.340492], [-3.269441, -2.640731, 3.146022], [-2.910675, -1.290235, 4.248106], [-3.531012, -0.395398, -0.506702], [-3.965234, -1.968475, 0.208800], [-4.830287, -0.492865, 0.714877], [-0.892396, -2.271329, 0.999165], [-0.192527, -3.911642, 3.429391], [0.345007, -3.122609, 4.936015], [-1.348360, -2.964776, 4.404336], [2.432923, -0.939237, 2.020319], [2.621562, -1.510415, 3.700901], [2.298762, -2.677084, 2.401701], [0.283292, 0.954827, 3.828377], [-0.989420, 0.050975, 4.703105], [0.720256, -0.186591, 5.119425]],
  "forces_ev_per_angstrom": [[-0.144, 0.231, -0.087], [0.640, 0.126, 0.555], [-0.835, 0.394, -0.777], [0.209, -0.413, 0.710], [-0.279, 0.721, 0.060], [0.541, -0.720, 0.385], [-0.539, -0.586, 0.079], [-0.409, -0.269, 1.243], [0.738, -0.508, -0.544], [-0.790, -3.037, -2.211], [0.797, -0.050, 0.465], [-1.484, 1.453, -1.497], [0.361, 0.609, 0.309], [0.031, -0.396, -0.034], [0.306, -0.153, 0.472], [0.037, 0.052, -0.260], [-0.259, 0.164, -0.109], [0.388, 0.176, -0.416], [0.000, 0.523, 0.298], [0.283, -0.002, -0.721], [0.472, 0.288, -0.046], [0.698, -0.406, -0.080], [0.034, 0.404, 0.092], [0.254, 1.301, -0.097], [-0.119, 0.323, 1.460], [-0.048, 0.205, 0.000], [-0.107, -0.066, 0.218], [0.037, -0.427, 0.090], [-0.301, -0.649, -0.120], [-0.142, 0.211, -0.158], [-0.172, -0.415, -0.486], [0.222, 0.117, -0.617], [-0.154, -0.238, 0.321], [-0.010, 0.172, -0.163], [-0.176, 0.095, 0.295], [0.166, 0.426, 0.200], [0.271, 0.337, -0.247], [0.000, 0.362, 0.114], [0.574, -0.130, 0.146], [0.613, 0.070, -0.174], [-1.138, -1.293, 0.866], [-0.124, -0.099, 0.020], [0.214, 0.233, -0.232], [-0.275, -0.247, -0.434], [-0.382, -0.487, 1.198], [0.174, -0.036, -0.214], [0.133, 0.262, -0.301], [0.092, 0.017, -0.116], [0.208, 0.057, -0.204], [-0.239, 0.308, 0.239], [-0.242, 0.084, -0.066], [0.205, -0.024, -0.003], [-0.032, 0.329, 0.017], [-0.040, -0.024, -0.135], [-0.287, -0.132, 0.157], [-0.077, 0.170, 0.054], [0.298, -0.179, -0.088], [-0.118, 0.835, 0.317], [-0.053, 0.198, 0.262], [-0.178, -0.035, -0.231], [0.293, -0.021, -0.073], [0.074, -0.177, 0.225], [-0.208, -0.059, -0.376], [0.017, 0.141, 0.067], [-0.044, -0.263, 0.618], [0.242, 0.010, -0.077], [-0.217, 0.141, -0.160]],
  "mulliken_spin": [0.023, 0.003, 0.129, -0.123, -0.011, -0.011, 0.035, 0.020, 0.720, 2.203, 0.002, 0.102, 0.001, 0.001, 0.001, 0.014, 0.008, -0.005, 0.002, 0.003, 0.011, -0.010, 0.063, 0.008, 0.001, 0.018, 0.041, 0.023, 0.008, 0.047, 0.026, -0.005, 0.000, 0.001, 0.001, 0.005, 0.008, -0.003, 0.021, 0.085, -0.025, 0.089, 0.019, 0.550, -0.039, 0.039, 0.042, 0.011, 0.018, -0.030, -0.014, 0.009, 0.002, -0.003, -0.004, 0.001, 0.000, -0.119, -0.001, 0.004, -0.003, -0.015, 0.000, 0.004, -0.005, 0.000, 0.000],
  "lumo_energy_ev": [-6.03, -9.11],
  "total_energy_ev": -50518.442,
  "spin_multiplicity": 5,
  "orbital_gap_ev": [7.75, 5.63],
  "total_charge": 2
}


[2]
{
  "formula": "C32H51Br2ClF8IN2O12P2",
  "method": "the ωB97M-V functional and the def2-TZVPD basis",
  "symbols": ["C", "C", "C", "N", "C", "C", "C", "O", "O", "C", "C", "C", "I", "C", "C", "C", "C", "C", "F", "F", "C", "F", "F", "F", "C", "C", "O", "C", "C", "N", "C", "C", "C", "F", "Br", "C", "F", "F", "Br", "C", "C", "C", "O", "Cl", "H", "H", "H", "H", "H", "H", "H", "H", "H", "H", "H", "H", "H", "H", "H", "H", "H", "H", "H", "H", "H", "H", "H", "H", "H", "H", "H", "H", "H", "H", "H", "H", "H", "C", "O", "P", "O", "O", "C", "O", "C", "H", "H", "H", "H", "H", "H", "H", "H", "H", "C", "O", "P", "O", "O", "C", "O", "C", "H", "H", "H", "H", "H", "H", "H", "H", "H"],
  "xyz": [[-3.151626, -4.549635, 2.088262], [-3.632562, -2.974975, 1.874453], [-2.421315, -2.107536, 1.115980], [-1.174633, -2.246818, 1.961264], [-0.069709, -1.300902, 1.546427], [-0.128092, 0.280172, 2.014242], [-1.409619, 0.816216, 2.884630], [-1.683589, 0.154038, 4.038654], [-2.266524, 1.970276, 2.572062], [-3.589919, 1.569293, 2.070840], [-3.778338, 2.074406, 0.501011], [-2.666059, 1.456825, -0.534316], [-5.755196, 1.638018, -0.345145], [1.156780, 1.220271, 1.526616], [1.107764, 2.797288, 1.973613], [1.841968, 3.086745, 3.448312], [1.294669, 4.460271, 4.177585], [2.450058, 4.845212, 5.322459], [2.882814, 3.559361, 5.984918], [1.935468, 5.721587, 6.400233], [3.812997, 5.495769, 4.671831], [4.946135, 4.523130, 4.544536], [3.616879, 6.080245, 3.319386], [4.279678, 6.550264, 5.610969], [2.388226, 0.524789, 0.633571], [3.627631, 1.526185, 0.236333], [4.934658, 1.150822, 0.798626], [4.874728, 0.913398, 2.249185], [5.095136, -0.695722, 2.528897], [2.367362, -0.960644, 0.213185], [3.468445, -1.618780, -0.600357], [3.075506, -1.945028, -2.157261], [2.681256, -0.642486, -3.068968], [1.708987, 0.289515, -2.453630], [1.736999, -1.394496, -4.714231], [3.951011, 0.214387, -3.651871], [5.166650, 0.195948, -2.807261], [3.498302, 1.654741, -3.704357], [4.546260, -0.441367, -5.484535], [1.196487, -1.880722, 0.619176], [1.076244, -3.467681, 0.197338], [-0.031701, -3.743498, -1.018910], [-0.507623, -5.010525, -1.163152], [-0.626482, -2.464962, -2.220999], [-2.140226, -4.618479, 2.693952], [-3.965835, -5.180839, 2.670901], [-2.982963, -5.113245, 1.062677], [-3.857964, -2.562746, 2.965805], [-4.622030, -3.004294, 1.216451], [-2.330225, -2.575595, 0.047382], [-2.827168, -1.015331, 1.007940], [-1.371069, -2.218639, 2.987432], [-3.869926, 0.446393, 2.243989], [-4.384810, 2.203471, 2.694835], [-3.641658, 3.259937, 0.511113], [-1.968936, 2.284232, -1.029726], [-3.233072, 0.911742, -1.430846], [-1.943957, 0.659736, -0.071990], [-0.007630, 3.196682, 2.120705], [1.582407, 3.541630, 1.170036], [1.800084, 2.131200, 4.155130], [2.977139, 3.286942, 3.183131], [0.291349, 4.187838, 4.739155], [1.150695, 5.361696, 3.414701], [3.745456, 1.445835, -0.949074], [3.444930, 2.659011, 0.461318], [3.944553, 1.372915, 2.790447], [5.828379, 1.454529, 2.718734], [5.711103, -0.786505, 3.544081], [4.100305, -1.322964, 2.546757], [5.835067, -1.085366, 1.685007], [4.474468, -0.977141, -0.641063], [3.806969, -2.657643, -0.119012], [4.054829, -2.413165, -2.654436], [2.233229, -2.744852, -2.304230], [2.096006, -4.000432, -0.012116], [0.612860, -4.018692, 1.149851], [-3.598025, -6.459106, -2.360783], [-4.438564, -7.413993, -1.734500], [-6.083295, -6.895197, -1.598675], [-5.701049, -5.965837, -0.441584], [-6.459072, -8.385422, -0.969637], [-5.475172, -9.328529, -0.584550], [-7.728076, -6.376353, -1.462924], [-8.637843, -7.133281, -0.681813], [-2.593031, -6.879359, -2.446476], [-3.977451, -6.232310, -3.360659], [-3.546207, -5.542939, -1.766847], [-4.725986, -8.887261, 0.087462], [-4.990431, -9.744940, -1.476431], [-5.955937, -10.149121, -0.054670], [-8.271023, -7.226727, 0.349442], [-8.808497, -8.111178, -1.129573], [-9.596471, -6.602228, -0.658893], [2.765404, 4.115407, -5.470950], [2.909219, 5.363135, -4.812895], [1.535242, 5.795250, -3.854665], [0.759316, 6.165790, -5.123255], [2.366875, 7.137370, -3.340107], [3.588488, 7.555655, -3.921916], [0.161215, 6.227301, -2.896375], [0.074544, 7.531378, -2.346269], [3.687521, 3.897804, -6.015302], [2.590431, 3.327075, -4.734019], [1.936657, 4.148491, -6.182913], [3.514832, 7.635775, -5.015421], [4.390179, 6.860514, -3.642815], [3.850820, 8.537995, -3.532727], [0.129594, 8.286734, -3.141997], [0.852762, 7.687002, -1.600580], [-0.895439, 7.629854, -1.845322]],
  "forces_ev_per_angstrom": [[0.051, -0.402, -0.098], [0.447, -1.223, 0.159], [-2.516, -0.833, 0.330], [1.741, 1.896, -1.553], [1.366, 1.709, -0.059], [3.344, -1.155, -2.885], [-2.073, -2.605, 6.059], [2.068, 3.959, -7.828], [2.225, -3.588, -0.527], [-2.925, 0.847, -0.490], [2.247, 0.795, 0.418], [0.201, -0.317, -1.167], [0.800, 0.232, 0.857], [-1.000, -3.218, -0.540], [-0.195, 0.901, 0.485], [1.180, 0.039, -0.825], [0.328, -0.691, 0.705], [-0.927, -1.256, 1.183], [-1.191, 3.830, -1.697], [1.673, -2.693, -3.508], [2.977, 1.504, 0.373], [-4.031, 3.202, 0.274], [0.528, -1.922, 4.562], [-1.405, -3.432, -3.609], [-2.755, -0.248, 1.736], [0.602, -0.589, -1.604], [-2.686, 0.117, 0.623], [1.617, -0.498, 1.330], [0.852, 0.575, 0.093], [-3.461, 1.101, 2.313], [1.960, -0.585, -1.138], [0.373, 0.161, -0.372], [-0.855, -0.025, -0.100], [2.648, -2.354, -0.999], [-0.077, 0.554, 1.719], [0.831, 2.285, 0.345], [-3.732, 0.044, -1.879], [1.691, -4.433, 0.199], [0.221, 1.276, 2.043], [-1.229, 2.725, 1.496], [-0.746, 0.705, 0.733], [-2.221, -7.538, -0.562], [3.423, 9.082, 1.087], [1.070, -1.471, 1.970], [-2.082, 0.227, -1.167], [1.637, 1.521, -1.203], [-0.391, 1.333, 1.979], [0.427, -0.502, -2.435], [2.223, 0.358, 1.434], [0.238, 0.949, 2.078], [1.057, -1.836, 0.176], [0.240, 0.463, -1.259], [0.926, 2.060, -0.395], [1.863, -1.433, -1.237], [-0.535, -2.702, 0.017], [-1.639, -1.616, 1.212], [1.387, 1.205, 2.001], [-1.440, 1.526, -0.595], [2.174, -1.467, -0.637], [-0.977, -1.956, 1.675], [-0.110, 2.271, -1.483], [-2.182, -0.584, 0.689], [2.118, 0.907, -1.052], [0.389, -2.014, 1.803], [-0.187, 0.174, 2.583], [-0.295, -2.357, -0.091], [1.566, -0.992, -1.288], [-2.109, -1.067, -1.165], [-1.675, -0.016, -2.094], [2.021, 1.251, 0.037], [-1.712, 0.777, 1.728], [-2.561, -1.005, 0.479], [-1.024, 2.431, -0.788], [-2.094, 1.128, 1.055], [1.532, 1.745, 0.507], [-2.030, 1.215, 0.013], [0.794, 1.344, -2.196], [0.435, 0.272, -0.151], [-1.251, 0.275, -3.332], [-0.012, -1.139, 9.427], [0.096, 1.005, -1.575], [-0.193, 0.701, -1.351], [0.566, -0.523, -0.080], [1.136, -0.403, -2.550], [-0.605, -0.342, -0.011], [-0.180, -0.066, 0.036], [0.295, 0.091, -0.018], [-0.062, -0.043, -0.024], [-0.199, -0.013, -0.288], [0.044, 0.099, 0.364], [-0.368, 0.145, -0.053], [0.120, -0.092, -0.329], [-0.038, -0.039, 0.250], [0.295, 0.150, -0.261], [-0.083, -0.453, -0.380], [-0.112, -2.336, 2.689], [-1.133, 8.053, -4.989], [-0.366, -1.798, 0.606], [-0.396, -1.352, 0.729], [0.781, 0.010, -0.234], [1.497, -2.234, 0.860], [-0.113, 0.360, 0.541], [-0.022, 0.121, 0.166], [0.077, -0.011, -0.362], [0.016, 0.052, 0.084], [-0.040, -0.162, 0.328], [-0.129, 0.228, -0.272], [-0.315, 0.019, 0.246], [0.204, -0.268, 0.142], [-0.021, 0.248, -0.096], [0.087, -0.351, -0.147]],
  "lowdin_charge": [-0.141, -0.200, -0.201, -0.045, -0.014, 0.099, -0.210, 0.026, -0.104, -0.222, -0.722, -0.196, 0.778, 0.030, -0.149, -0.184, -0.066, -0.179, -0.019, 0.019, -0.156, 0.020, 0.027, 0.041, 0.047, -0.123, -0.207, -0.226, -0.093, 0.008, -0.135, -0.142, -0.621, -0.091, 0.682, -0.607, -0.062, -0.077, 0.706, 0.024, -0.077, -0.558, -0.073, 0.611, 0.068, 0.091, 0.076, 0.117, 0.129, 0.099, 0.087, 0.125, 0.127, 0.150, 0.105, 0.097, 0.053, 0.044, 0.128, 0.132, 0.143, 0.101, 0.149, 0.150, 0.135, 0.142, 0.106, 0.147, 0.100, 0.071, 0.094, 0.146, 0.153, 0.161, 0.080, 0.131, 0.152, -0.149, -0.318, 0.778, -0.274, -0.302, -0.116, -0.277, -0.136, 0.087, 0.082, 0.066, 0.096, 0.090, 0.091, 0.097, 0.086, 0.094, -0.142, -0.315, 0.766, -0.246, -0.307, -0.115, -0.289, -0.141, 0.095, 0.052, 0.085, 0.100, 0.089, 0.091, 0.100, 0.082, 0.091],
  "lumo_energy_ev": -5.31,
  "total_energy_ev": -262554.073,
  "orbital_gap_ev": 5.53,
  "total_charge": 1
}